Entry 1:
Here is a structure of composition C4H9INO from the OMol25 dataset. Energies are from wB97M-V/def2-TZVPD.

Summary:
net charge = +1
total energy = -15924.098 eV
Kohn-Sham gap = 8.64 eV
highest occupied orbital energy = -13.91 eV
energy relative to the best compared isomer or geometry (same formula, charge and spin) = 81.7 kJ/mol
2S+1 = 1

The geometry in XYZ format:
```
16
Properties=species:S:1:pos:R:3:forces:R:3
C -0.07704 -0.93888 -0.40437 1.8 -0.7 0.5
C -0.52230 1.27978 0.97187 2.0 -2.8 -0.5
C 0.08542 1.21194 -1.54592 -0.6 0.5 -1.7
C 0.16430 0.49217 -0.25513 0.5 1.0 3.2
N -0.00561 -2.03424 0.98029 0.7 -1.8 -2.1
O -0.04880 -1.61219 -1.34276 -0.9 -0.7 -1.0
I 2.41807 0.10572 0.34655 -1.2 0.5 -0.3
H -1.54300 1.33457 0.81801 -2.3 0.0 -0.7
H -0.15725 2.26245 0.96718 0.8 1.2 0.2
H -0.40182 0.78667 1.96049 0.4 0.4 -0.7
H 0.45901 2.23281 -1.47344 -0.3 0.0 0.3
H -0.95024 1.20946 -1.97121 0.5 0.2 0.8
H 0.64815 0.79102 -2.36920 0.4 -0.5 0.2
H 0.15344 -1.80176 1.97405 -0.6 -0.1 -0.6
H 0.67397 -2.85118 0.67007 -1.1 2.4 0.8
H -0.89632 -2.46835 0.67350 0.1 0.2 1.6
```
Forces are in eV/Å.

***

Entry 2:
Here is the molecule C4H9ISi from the OMol25 dataset. Energies are from wB97M-V/def2-TZVPD.

Summary:
total energy = -20272.383 eV
Kohn-Sham gap = 10.15 eV
highest occupied orbital energy = -9.46 eV
energy relative to the best compared isomer or geometry (same formula, charge and spin) = 0.0 kJ/mol
2S+1 = 1
structure (SMILES) = C=C[Si](C)(C)I

The geometry in XYZ format:
```
15
Properties=species:S:1:pos:R:3:forces:R:3
C 0.96442 -2.00739 0.81686 0.7 1.3 1.3
C 0.00827 -1.71723 -0.06900 0.5 2.6 2.1
Si -0.71421 0.08952 -0.05583 1.1 0.1 -1.1
C -0.17554 0.89353 -1.69967 2.4 -3.0 -0.5
C -0.05219 1.33925 1.20490 2.3 -2.3 -1.7
I -3.14765 0.39396 0.05223 -0.1 -0.3 0.1
H 1.56452 -2.92417 0.76748 -0.2 0.3 0.0
H 1.29059 -1.25499 1.64978 -0.8 -1.6 -1.4
H -0.07270 -2.35124 -0.88472 -0.7 -1.2 -1.5
H 0.71506 1.52276 -1.47973 -0.6 -0.3 -0.3
H 0.15292 0.08020 -2.51089 -0.6 1.7 1.8
H -0.92543 1.44316 -2.15157 -1.5 1.3 -0.8
H -0.67864 2.17803 1.15253 -0.3 1.4 0.1
H -0.00118 0.89346 2.13136 -0.8 -0.8 2.6
H 1.07176 1.42114 1.07630 -1.3 0.8 -0.6
```
Forces are in eV/Å.

***

Entry 3:
Here is the molecule C4H9N from the OMol25 dataset. Energies are from wB97M-V/def2-TZVPD.

Summary:
total energy = -5783.120 eV
Kohn-Sham gap = 8.63 eV
highest occupied orbital energy = -7.55 eV
energy relative to the best compared isomer or geometry (same formula, charge and spin) = 66.8 kJ/mol
2S+1 = 1
structure (SMILES) = C=C(C)NC

The geometry in XYZ format:
```
14
Properties=species:S:1:pos:R:3:forces:R:3
C 0.82385 -1.58319 -0.91070 -1.0 -0.3 -0.4
C 0.36463 -0.51324 -0.25082 0.2 -0.1 0.3
C 1.32796 0.35477 0.50263 -0.5 0.1 0.9
N -0.97227 -0.17330 -0.22685 0.1 -0.3 0.0
C -1.55521 1.01205 0.34011 0.3 0.0 0.5
H 1.84619 -1.81024 -1.01764 1.1 0.0 0.3
H 0.18196 -2.26584 -1.46109 -0.2 0.2 0.1
H 1.19842 0.38620 1.59557 -0.5 -0.5 -0.1
H 1.15539 1.39878 0.26481 0.7 0.2 -0.6
H 2.32857 -0.04129 0.38937 0.2 0.5 -0.5
H -1.56441 -0.80545 -0.73500 -0.1 0.1 0.0
H -2.43090 1.29596 -0.22770 -0.1 0.2 -0.2
H -0.82573 1.82011 0.35258 -0.2 0.2 -0.3
H -1.87845 0.92467 1.38474 0.0 -0.3 0.0
```
Forces are in eV/Å.